No. 1
174
Properties=species:S:1:pos:R:3:mulliken_charge:R:1 method="wB97M-V/def2-TZVPD" lumo_ev=1.0 e_tot_ha=-4242.43944 total_charge=-1 homo_ev=-3.3 fmax_ev_per_a=5.152 orbital_gap_ev=4.2759
C 6.32 1.63 3.76 -0.808
C 6.81 0.07 3.78 -0.493
C 5.64 -1.04 3.51 -0.426
C 6.33 -2.30 2.72 -0.708
C 6.02 -2.38 1.12 -0.335
C 5.57 -0.97 0.41 0.029
C 5.18 -1.36 -1.17 -0.103
C 3.70 -2.12 -1.07 -0.430
C 2.76 -1.92 -2.40 0.179
C 1.59 -3.08 -2.57 -0.425
C 1.16 -3.81 -1.16 -0.272
C -0.02 -4.95 -1.31 -0.720
C -1.19 -4.59 -2.39 -0.485
C -2.21 -3.51 -1.67 -0.296
C -3.31 -4.41 -0.82 -0.219
C -4.58 -3.37 -0.47 -0.879
C -4.95 -3.59 1.14 1.153
N -3.75 -3.13 1.99 -0.727
O -5.36 -5.01 1.26 -0.688
B -6.86 -5.08 1.23 0.860
B -7.52 -6.29 0.31 -0.038
N -8.88 -6.87 0.73 -0.717
O -6.81 -6.77 -0.93 -0.758
O -7.29 -3.74 0.80 -0.483
C -6.36 -2.76 1.41 -0.161
C -6.60 -1.42 0.43 -0.418
C -7.83 -0.48 1.00 -0.282
C -8.32 0.65 -0.12 -0.501
C -8.05 2.15 0.50 -0.518
C -7.82 3.29 -0.67 -0.367
N -7.03 4.50 -0.20 -0.622
P -7.02 -2.63 3.21 0.591
O -6.10 -3.43 4.22 -0.691
H 5.83 1.94 2.73 0.230
H 5.54 1.77 4.66 0.318
H 7.28 2.29 4.01 0.158
H 7.76 -0.10 3.08 0.215
H 7.22 -0.13 4.89 0.272
H 4.66 -0.62 3.03 0.311
H 5.32 -1.46 4.58 0.339
H 7.49 -2.33 2.98 0.337
H 5.88 -3.29 3.20 0.303
H 5.28 -3.29 0.91 0.148
H 7.04 -2.70 0.59 0.162
H 4.58 -0.49 0.85 0.204
H 6.45 -0.19 0.35 -0.112
H 5.96 -2.12 -1.62 0.205
H 5.17 -0.42 -1.88 -0.134
H 3.10 -1.79 -0.09 0.223
H 3.95 -3.28 -0.94 0.049
H 3.36 -1.89 -3.41 -0.191
H 2.21 -0.89 -2.30 0.311
H 1.97 -3.91 -3.31 0.142
H 0.62 -2.54 -3.01 0.140
H 2.07 -4.34 -0.60 0.203
H 0.75 -3.01 -0.38 0.115
H -0.55 -5.02 -0.25 0.264
H 0.40 -6.04 -1.53 0.327
H -0.81 -4.26 -3.45 0.248
H -1.80 -5.60 -2.57 0.358
H -2.75 -2.80 -2.44 0.336
H -1.62 -2.87 -0.86 0.030
H -3.76 -5.30 -1.42 0.116
H -2.77 -4.79 0.15 0.163
H -5.51 -3.65 -1.15 0.161
H -4.18 -2.28 -0.68 0.295
H -4.14 -2.42 2.66 0.372
H -3.09 -2.57 1.38 0.293
H -7.12 -5.43 2.34 -0.272
H -9.16 -6.39 1.63 0.180
H -9.56 -6.51 0.00 0.214
H -6.07 -6.12 -1.15 0.335
H -5.57 -0.85 0.37 0.080
H -6.91 -1.81 -0.65 0.227
H -8.73 -1.23 1.21 -0.018
H -7.44 0.04 1.97 0.183
H -7.82 0.51 -1.17 0.348
H -9.49 0.50 -0.25 0.240
H -9.00 2.48 1.13 0.156
H -7.12 2.08 1.25 0.285
H -7.28 2.82 -1.61 0.300
H -8.88 3.66 -1.03 0.170
H -7.73 5.30 -0.11 0.208
H -6.38 4.75 -1.00 0.262
H -7.15 -1.27 3.69 0.064
H -8.36 -3.23 3.28 -0.119
C 4.61 -3.38 -5.42 0.753
O 4.56 -2.29 -4.86 -0.801
N 4.49 -3.51 -6.75 -0.424
N 4.81 -4.53 -4.76 -0.400
H 4.53 -4.40 -7.23 0.139
H 4.34 -2.67 -7.29 0.249
H 4.91 -4.47 -3.75 0.219
H 4.86 -5.43 -5.20 0.153
C -9.74 -10.16 2.23 0.555
O -10.40 -9.29 2.78 -0.658
N -9.87 -11.46 2.52 -0.401
N -8.83 -9.88 1.28 -0.258
H -9.34 -12.19 2.08 0.148
H -10.54 -11.71 3.23 0.234
H -8.70 -8.91 1.03 0.287
H -8.28 -10.59 0.81 0.175
C -5.85 7.18 2.07 0.569
O -7.04 7.40 1.90 -0.668
N -5.04 8.03 2.74 -0.393
N -5.24 6.08 1.59 -0.321
H -4.06 7.87 2.88 0.158
H -5.46 8.87 3.11 0.231
H -5.81 5.42 1.08 0.390
H -4.26 5.89 1.72 0.162
C 6.55 2.54 -2.35 0.736
O 7.01 1.52 -1.87 -0.627
N 6.69 3.74 -1.76 -0.296
N 5.86 2.56 -3.50 -0.381
H 6.32 4.60 -2.14 0.221
H 7.21 3.78 -0.89 0.061
H 5.73 1.67 -3.97 0.207
H 5.47 3.39 -3.91 0.165
C 9.45 3.14 1.13 0.767
O 8.26 3.36 0.96 -0.947
N 10.26 3.98 1.80 -0.337
N 10.06 2.04 0.65 -0.427
H 11.24 3.82 1.95 0.154
H 9.84 4.82 2.17 0.121
H 9.49 1.38 0.14 0.251
H 11.04 1.85 0.78 0.158
C -10.85 5.80 -1.35 0.662
O -10.39 4.77 -0.87 -0.694
N -10.71 7.00 -0.76 -0.385
N -11.54 5.82 -2.50 -0.405
H -11.08 7.86 -1.14 0.155
H -10.19 7.03 0.11 0.225
H -11.67 4.93 -2.97 0.229
H -11.93 6.65 -2.91 0.153
C 7.29 6.91 1.63 0.617
O 7.80 7.10 0.53 -0.703
N 6.63 7.87 2.30 -0.330
N 7.34 5.72 2.25 -0.159
H 6.21 7.73 3.20 0.203
H 6.57 8.78 1.87 0.216
H 7.83 4.97 1.78 0.079
H 6.93 5.54 3.15 0.246
C -11.05 -4.51 3.18 0.691
O -9.94 -4.99 3.06 -0.626
N -11.60 -3.72 2.25 -0.395
N -11.83 -4.74 4.26 -0.457
H -12.52 -3.31 2.33 0.147
H -11.05 -3.52 1.42 0.242
H -11.45 -5.33 4.98 0.246
H -12.75 -4.35 4.38 0.132
C 9.72 5.93 -4.03 0.608
O 10.13 4.99 -4.69 -0.673
N 8.70 5.83 -3.17 -0.277
N 10.26 7.16 -4.12 -0.399
H 8.35 6.60 -2.62 0.143
H 8.26 4.92 -3.07 0.214
H 11.04 7.28 -4.76 0.230
H 9.94 7.95 -3.59 0.167
C 8.75 8.03 5.02 0.635
O 7.55 8.24 4.85 -0.643
N 9.55 8.87 5.69 -0.402
N 9.36 6.93 4.54 -0.247
H 10.53 8.71 5.83 0.154
H 9.13 9.71 6.06 0.236
H 8.79 6.27 4.03 0.096
H 10.34 6.73 4.67 0.173
C 7.92 -0.95 -6.84 0.596
O 8.33 -1.90 -7.49 -0.694
N 6.90 -1.05 -5.97 -0.107
N 8.46 0.28 -6.92 -0.345
H 6.55 -0.28 -5.43 0.161
H 6.46 -1.96 -5.88 0.011
H 9.24 0.40 -7.56 0.208
H 8.14 1.07 -6.39 0.148

No. 2
156
Properties=species:S:1:pos:R:3:mulliken_charge:R:1 method="wB97M-V/def2-TZVPD" lumo_ev=-0.4 e_tot_ha=-2673.57042 total_charge=0 homo_ev=-8.1 fmax_ev_per_a=8.472 orbital_gap_ev=7.7073
C 17.15 12.06 2.28 -2.103
C 18.60 11.72 1.90 0.118
C 19.01 10.30 2.36 -0.487
O 18.70 11.75 0.48 -0.119
H 16.93 13.05 1.87 0.770
H 17.06 12.15 3.36 0.490
H 16.42 11.34 1.89 0.581
H 19.20 12.51 2.36 0.653
H 20.01 9.97 2.07 -0.636
H 18.30 9.62 1.88 0.095
H 18.91 10.16 3.43 0.838
H 19.64 11.86 0.33 1.171
C 22.34 11.15 -3.48 -2.153
C 20.88 11.37 -3.92 -0.276
C 19.84 10.32 -3.48 -3.434
O 20.51 12.64 -3.66 -0.410
H 22.57 10.09 -3.58 0.455
H 22.68 11.56 -2.53 0.405
H 23.04 11.57 -4.21 0.673
H 20.90 11.25 -5.00 0.628
H 19.69 10.36 -2.41 0.546
H 20.16 9.33 -3.83 0.948
H 18.88 10.51 -3.96 2.745
H 21.22 13.17 -4.04 0.400
C 18.28 13.12 -2.16 0.957
C 17.97 13.41 -3.64 -0.131
C 18.62 14.75 -4.12 -1.936
O 18.39 12.29 -4.39 -0.681
H 19.34 12.94 -1.97 0.221
H 17.67 12.28 -1.83 -1.099
H 17.91 13.88 -1.47 1.107
H 16.89 13.52 -3.71 0.706
H 19.66 14.90 -3.82 0.271
H 17.99 15.50 -3.64 0.505
H 18.57 14.87 -5.21 0.348
H 19.33 12.18 -4.22 0.137
C 20.59 6.72 -1.34 -1.175
C 19.96 5.35 -1.43 -0.785
C 18.48 5.36 -1.76 -0.835
O 20.70 4.57 -2.33 -0.609
H 20.73 7.14 -2.34 0.295
H 21.54 6.70 -0.81 1.159
H 19.90 7.40 -0.84 -0.250
H 20.09 4.89 -0.45 0.349
H 18.33 5.82 -2.74 0.410
H 17.94 6.03 -1.09 -0.308
H 18.00 4.38 -1.71 0.850
H 20.32 3.69 -2.37 0.517
C 17.00 8.36 -0.63 -0.397
C 17.56 9.74 -0.34 0.161
C 18.49 10.21 -1.50 0.235
O 16.65 10.73 -0.05 0.517
H 16.74 8.26 -1.69 1.204
H 16.02 8.13 -0.21 0.994
H 17.71 7.57 -0.40 0.198
H 18.12 9.69 0.59 -0.008
H 17.92 10.33 -2.42 -0.664
H 19.22 9.44 -1.73 0.890
H 19.06 11.11 -1.28 -0.718
H 17.12 11.37 0.48 -1.699
C 15.31 7.94 2.89 -1.915
C 16.82 8.27 2.68 1.868
C 17.54 7.95 4.05 -2.025
O 17.31 7.42 1.64 -0.425
H 15.01 8.45 3.81 0.614
H 15.26 6.86 3.05 0.326
H 14.68 8.24 2.06 0.376
H 16.90 9.31 2.37 -0.378
H 17.09 8.53 4.85 0.428
H 18.61 8.11 3.88 0.438
H 17.29 6.92 4.31 0.443
H 18.19 7.71 1.41 1.200
C 14.23 4.84 0.41 -1.475
C 15.35 5.59 1.04 1.462
C 16.64 4.89 0.83 -1.305
O 15.44 6.94 0.47 -0.406
H 14.35 3.78 0.64 0.495
H 14.20 4.92 -0.68 0.124
H 13.28 5.28 0.72 0.395
H 15.19 5.78 2.10 -0.250
H 16.77 3.99 1.43 0.604
H 17.47 5.54 1.09 -0.057
H 16.83 4.60 -0.21 0.298
H 16.27 7.23 0.85 0.484
C 21.69 9.08 -1.64 -0.451
C 21.33 8.86 -0.21 1.212
C 22.34 9.42 0.80 -1.779
O 20.12 9.44 0.13 -0.030
H 22.56 8.46 -1.86 0.588
H 22.02 10.09 -1.88 0.614
H 20.91 8.83 -2.36 -0.814
H 21.25 7.80 0.05 0.163
H 21.95 9.28 1.81 0.181
H 22.47 10.49 0.65 0.157
H 23.30 8.95 0.57 0.590
H 20.10 10.38 -0.04 0.286
C 13.79 7.58 -3.43 -1.609
C 13.97 7.53 -1.95 0.744
C 12.83 6.95 -1.18 -1.673
O 15.17 6.81 -1.63 0.355
H 14.70 7.91 -3.93 0.277
H 12.95 8.22 -3.70 0.384
H 13.44 6.63 -3.83 0.479
H 14.07 8.56 -1.59 0.361
H 12.66 5.91 -1.45 0.416
H 11.94 7.56 -1.36 0.459
H 13.01 7.04 -0.11 -0.136
H 15.23 6.79 -0.67 0.936
C 16.18 5.33 -3.23 -0.921
O 16.63 6.69 -3.19 -0.063
H 15.18 5.25 -3.64 0.229
H 16.73 4.75 -3.97 0.352
H 16.35 4.83 -2.28 0.182
H 16.14 7.15 -2.51 -1.721
C 19.83 7.57 1.97 -1.379
O 19.13 7.78 0.73 -0.611
H 20.91 7.42 1.87 0.367
H 19.69 8.51 2.50 -0.032
H 19.43 6.73 2.53 0.378
H 19.44 8.57 0.28 -0.490
C 18.15 8.42 -4.23 0.350
O 17.43 7.41 -4.89 -0.940
H 17.54 9.28 -3.92 -0.630
H 18.57 7.93 -3.35 -0.422
H 18.96 8.73 -4.88 0.776
H 17.00 6.85 -4.24 0.913
C 14.48 12.05 -1.00 -0.747
O 15.12 12.70 -2.09 -0.701
H 15.26 11.40 -0.61 -0.010
H 14.21 12.76 -0.21 0.102
H 13.62 11.43 -1.26 1.183
H 15.28 11.99 -2.72 0.104
C 20.72 12.30 -0.86 -1.053
O 20.73 11.53 0.36 -1.108
H 20.31 11.69 -1.66 -1.398
H 20.21 13.25 -0.71 0.360
H 21.74 12.49 -1.19 1.188
H 21.48 11.79 0.90 0.731
C 15.24 9.90 -2.67 -1.788
O 15.03 10.80 -3.74 -0.796
H 16.08 10.22 -2.05 0.646
H 14.36 9.98 -2.03 1.921
H 15.33 8.82 -2.83 0.434
H 15.86 10.77 -4.23 0.539
C 16.83 13.56 -0.09 -1.499
O 16.14 14.30 -1.05 -0.738
H 17.07 12.58 -0.52 0.120
H 17.72 14.05 0.29 0.617
H 16.21 13.24 0.74 0.605
H 15.59 13.68 -1.55 0.557
C 14.37 9.33 0.24 -1.082
O 13.04 9.62 -0.26 -0.559
H 14.53 9.87 1.17 0.126
H 14.50 8.29 0.52 -0.578
H 15.19 9.51 -0.46 0.227
H 12.85 10.50 0.07 0.600